ORCA calculation (ωB97M-V/def2-TZVPD) on a 12-piece molecular cluster, C34H72O11S9 overall.

```
126
Properties=species:S:1:pos:R:3:forces:R:3
C 15.38339 -17.41569 21.23646 1.0910 -0.8370 0.1095
S 14.82368 -15.99951 22.16860 -2.1693 -1.0171 0.6156
O 13.36932 -15.82179 21.75577 1.3898 0.2367 0.0590
C 14.59963 -16.78688 23.85737 1.0067 0.6857 -0.2816
H 15.59232 -17.18382 20.19211 -1.0273 0.1893 -0.1139
H 14.75100 -18.28428 21.42018 -0.4016 0.2036 -0.4876
H 16.37698 -17.76983 21.51115 0.2658 0.3142 0.8025
H 14.38610 -15.90507 24.46146 -0.3197 -0.1520 0.0981
H 15.52610 -17.20191 24.25427 0.2571 -0.0098 -0.2297
H 13.81587 -17.53981 23.94048 -0.1804 0.2391 -0.5848
C 16.28524 -16.95919 15.77527 0.6269 -0.1893 -0.1108
S 16.62619 -17.58706 17.47062 -1.3622 -0.9769 -1.1614
O 15.33048 -18.26261 17.86207 0.7873 0.3564 0.1775
C 17.78199 -18.91977 17.01177 0.7161 1.0989 0.5009
H 15.79236 -17.68433 15.12769 -0.3544 -0.3456 0.4636
H 17.22719 -16.77425 15.25892 0.1728 0.4168 0.2567
H 15.67826 -16.05538 15.82820 0.1396 -0.0748 0.2078
H 18.63481 -18.39425 16.58211 -0.0896 -0.0507 -0.7625
H 17.34700 -19.69670 16.38308 0.0037 0.1757 0.1314
H 18.26492 -19.25925 17.92809 -0.6463 -0.5183 0.2289
C 18.32302 -23.62585 14.57783 -0.1847 0.2847 0.3603
S 19.48656 -24.12219 15.93534 2.8862 0.2672 -0.1741
O 20.99822 -24.02129 15.48312 -3.6594 0.2477 0.7583
C 19.09726 -22.81637 17.20828 -0.3888 -0.4324 -0.0740
H 17.99580 -22.59505 14.71374 0.2884 0.0864 -0.1987
H 17.42310 -24.23862 14.63034 0.0233 -0.1774 0.5059
H 18.70116 -23.81747 13.57365 0.6197 0.2140 0.2931
H 18.08238 -23.01996 17.54987 -0.3026 0.0183 -0.5885
H 19.20944 -21.77114 16.92020 0.0799 -0.1800 -0.4556
H 19.59432 -22.97069 18.16600 0.7556 -0.3736 -0.4528
C 14.91811 -22.02427 13.78026 1.0252 -0.9308 -0.7000
S 15.06534 -20.49707 14.76452 -3.3300 0.2867 -0.3958
O 14.63265 -19.44517 13.77254 1.1488 0.0725 0.3846
C 13.44722 -20.58953 15.76453 1.1721 -1.1738 0.1607
H 14.35208 -22.90288 14.08970 -0.1908 0.3980 0.6827
H 15.93983 -22.36868 13.62040 0.2412 -0.1480 0.4031
H 14.65108 -21.83626 12.74033 -0.6014 0.8248 0.2621
H 13.36005 -19.69889 16.38682 0.0159 0.2725 -0.6598
H 13.43596 -21.41540 16.47581 0.4741 -0.3123 0.0750
H 12.62726 -20.82583 15.08635 0.1780 0.7437 -0.1776
C 16.16520 -21.67769 19.02071 -1.5607 0.5393 -0.1436
S 14.99450 -22.25827 20.43716 1.8282 0.5815 0.7641
O 14.63854 -21.02705 21.32571 -0.0077 -1.6493 -2.0083
C 13.53787 -22.90184 19.54756 0.0146 0.8968 -0.1723
H 17.13655 -21.28375 19.31968 -0.3059 -0.3367 0.8696
H 15.62986 -20.85762 18.54217 -0.1775 0.1922 0.0037
H 16.33949 -22.43392 18.25530 -0.4555 -0.4395 0.5059
H 13.27070 -22.22422 18.73666 -0.1271 -0.0083 0.0944
H 12.74961 -22.94464 20.29915 -0.0337 0.2058 0.0218
H 13.67878 -23.90528 19.14587 0.5903 0.1566 0.1197
C 9.34742 -18.71652 17.75291 -0.4695 -0.3766 -0.3735
S 9.61540 -20.41487 17.18948 2.0650 0.6641 -0.6688
O 10.47536 -20.22949 15.95024 -1.0458 -0.5078 0.4477
C 10.84886 -20.89277 18.42386 -0.5901 -0.3786 0.1132
H 9.55205 -18.62099 18.81926 -0.3174 0.1545 -0.0978
H 8.31392 -18.55461 17.44665 -0.0641 0.4871 0.5322
H 9.97738 -18.07275 17.13907 0.2135 -0.1836 0.1638
H 11.16278 -21.88603 18.10295 0.1152 0.0669 0.0535
H 10.37900 -20.98241 19.40330 0.0059 0.0304 0.0937
H 11.68094 -20.18925 18.45231 -0.1003 0.0502 -0.1719
C 12.86767 -23.63843 23.64977 -0.4396 -0.5860 0.6820
S 12.69928 -25.14566 22.52953 1.3297 0.0036 -0.2746
O 14.07623 -25.67951 22.12154 -1.4323 0.8974 0.6149
C 12.03541 -26.41251 23.66896 0.7306 1.0486 0.6483
H 13.47925 -23.81864 24.53384 0.4324 -0.3033 -0.2731
H 11.90447 -23.36117 24.07811 -0.5010 -0.4883 -0.2707
H 13.16060 -22.70436 23.17038 0.4728 -0.5070 -0.7103
H 11.13267 -25.99682 24.11657 -0.3519 -0.4339 -0.3622
H 12.72915 -26.56218 24.49625 0.2695 0.0829 -0.0905
H 11.97224 -27.35697 23.12849 -0.4314 0.3335 -0.1376
C 16.98575 -26.81106 17.14362 -0.6862 -1.1715 0.3909
S 16.26016 -25.82290 18.47556 -0.6170 -0.2086 -0.5363
O 15.50977 -24.73848 17.77639 -0.1225 0.5384 0.0534
C 14.92550 -27.01229 18.97269 0.0859 0.9093 -0.5799
H 16.15285 -27.47788 16.92063 0.3083 -0.3270 -0.3507
H 17.79803 -27.37176 17.60613 0.1159 -0.0774 -0.2994
H 17.27685 -26.34798 16.20079 0.1059 0.6306 0.6071
H 14.16672 -27.12721 18.19864 0.5178 -0.0423 -0.7481
H 14.35832 -26.41887 19.68981 0.4690 -0.5190 0.9333
H 15.32543 -27.98958 19.24298 -0.1121 0.2675 0.5475
C 16.14747 -19.56108 26.53768 -0.1695 0.0155 0.6318
S 17.13445 -19.77421 25.04328 1.0856 0.1603 1.0320
O 18.17527 -20.80412 25.48314 -1.3832 0.8265 -0.8236
C 15.87246 -20.49554 23.97184 -0.0613 -0.2877 0.3875
H 15.44932 -20.38562 26.68193 -0.0916 0.0231 -0.1840
H 15.65021 -18.59532 26.62796 -0.2110 -0.0399 -0.5331
H 16.83034 -19.58277 27.38699 0.3304 -0.1382 -0.2674
H 15.75950 -21.52497 24.31186 0.0147 -0.1966 -0.3776
H 16.14832 -20.38642 22.92299 0.1527 -0.3660 0.1823
H 14.89042 -20.03751 24.08974 0.2233 0.4371 0.2496
C 11.47290 -20.23905 24.23603 -1.6879 -0.4137 1.8974
C 10.26401 -19.61141 24.52619 -0.1239 1.5809 0.6709
C 9.84517 -18.49639 23.79870 0.2918 -1.2556 -0.5689
C 10.51845 -18.25562 22.61802 0.2825 0.6685 0.3803
C 11.69689 -18.94235 22.32551 -0.0845 1.3405 -1.3597
C 12.20087 -19.91345 23.13754 0.5159 -0.6486 0.2360
H 11.80229 -20.90977 25.01580 0.3567 -0.4584 -0.2321
H 9.72819 -19.73785 25.45533 0.1785 -0.6726 0.2141
H 9.04103 -17.84821 24.11433 -0.2025 -0.2063 0.0354
H 10.18599 -17.39536 22.05602 0.3271 -0.0292 -0.4589
H 12.28862 -18.56987 21.50240 -0.0076 -0.1668 -0.3107
H 13.13901 -20.43011 22.99838 0.1179 0.2910 -0.5798
C 10.43156 -25.09162 18.72104 -2.1060 0.3637 1.3570
C 9.28223 -24.95731 19.55285 1.4498 -0.2741 -0.1776
C 8.09590 -24.36663 19.12326 0.8089 -1.5185 3.2735
C 8.03680 -23.85714 17.90522 -0.7013 0.3353 -1.9964
C 9.14575 -23.95319 17.08961 -1.0198 0.4690 -1.4114
C 10.30767 -24.60047 17.43355 0.8935 0.9608 0.3873
H 11.32602 -25.49143 19.17546 0.1877 -0.1002 -0.3259
H 9.36788 -25.26346 20.58500 -0.0532 -0.2234 0.1018
H 7.28245 -24.34753 19.83343 -0.2309 0.1488 -0.0867
H 7.08374 -23.48479 17.55965 0.1645 0.4435 -0.3234
H 8.96445 -23.49415 16.12898 0.7162 -0.0587 -0.3808
H 11.18827 -24.45676 16.82504 0.0104 -0.4921 -0.3953
O 18.29411 -23.33624 20.16422 -0.3390 -0.9483 1.7707
C 18.10975 -23.61621 21.34480 0.7377 1.2265 -1.8129
O 18.50106 -22.69372 22.28642 -0.8997 -1.2053 -0.1871
C 18.08356 -23.13996 23.60246 0.9278 -0.1411 0.1229
C 17.21519 -24.33526 23.39362 -0.9946 -1.1516 0.2399
C 17.50422 -24.88165 21.95992 -0.2390 1.4623 1.2640
H 17.62588 -22.32170 24.15840 0.3497 -0.2982 -0.3668
H 18.94825 -23.49314 24.16431 0.4132 0.5709 -0.1114
H 16.17613 -24.05490 23.56637 -0.2689 -0.1101 -0.6816
H 17.39724 -25.06667 24.18102 0.1670 -0.1589 -0.1240
H 16.58098 -25.22262 21.49145 0.2220 0.2194 -0.2627
H 18.24010 -25.68571 21.95169 0.0721 0.0913 -0.0144
```
Positions in Å, forces in eV/Å.

Results
Maximum force (hartree/bohr): 0.0728
Orbital gap (eV): 8.637
E_LUMO (eV): -0.026

Here are the Mulliken charges for atoms 1 to 99, given in e:
1. C -0.070
2. S 0.369
3. O -0.607
4. C -0.585
5. H 0.018
6. H -0.165
7. H 0.408
8. H 0.460
9. H 0.139
10. H 0.071
11. C -0.868
12. S 0.436
13. O -0.492
14. C -0.908
15. H 0.157
16. H 0.387
17. H 0.358
18. H 0.653
19. H 0.053
20. H 0.313
21. C -0.740
22. S 0.432
23. O -0.646
24. C -0.499
25. H 0.042
26. H 0.313
27. H 0.450
28. H -0.214
29. H 0.369
30. H 0.454
31. C -1.016
32. S 0.800
33. O -0.775
34. C -0.936
35. H 0.305
36. H 0.146
37. H 0.402
38. H 0.369
39. H 0.099
40. H 0.547
41. C -0.920
42. S 0.510
43. O -0.538
44. C -0.073
45. H 0.574
46. H 0.398
47. H 0.087
48. H -0.423
49. H 0.474
50. H -0.077
51. C -0.898
52. S 0.519
53. O -0.640
54. C -0.539
55. H 0.199
56. H 0.360
57. H 0.323
58. H -0.229
59. H 0.569
60. H 0.374
61. C -0.704
62. S 0.802
63. O -0.671
64. C -1.262
65. H 0.458
66. H 0.596
67. H -0.367
68. H 0.398
69. H 0.395
70. H 0.372
71. C -1.210
72. S 0.902
73. O -0.652
74. C -0.969
75. H 0.460
76. H 0.362
77. H 0.224
78. H 0.436
79. H -0.069
80. H 0.480
81. C -0.958
82. S 0.393
83. O -0.657
84. C -0.717
85. H 0.273
86. H 0.313
87. H 0.406
88. H 0.279
89. H 0.314
90. H 0.298
91. C -0.052
92. C -0.806
93. C -0.475
94. C -0.754
95. C -0.366
96. C 0.453
97. H 0.455
98. H 0.287
99. H 0.413